# 1
C21H31F5MgP2 | ωB97M-V/def2-TZVPD

Computed properties:
molar mass	464.72	g/mol
E_LUMO	0.14	eV
gap between HOMO and LUMO	7.7	eV
charge	0
energy	-59884.013	eV
energy above the lowest of the compared OMol25 structures with the same formula, charge and spin	285.6	kJ/mol
E_HOMO	-7.54	eV

Last column: Löwdin charge in e.
Cartesian coordinates (Å):
P: 0.387 -1.116 -4.830  0.8696
P: 1.537 2.198 -4.219  0.8219
C: 0.765 0.166 -6.058  -0.4287
C: 1.865 1.140 -5.702  -0.3929
H: -0.196 0.683 -6.209  0.0808
H: 0.990 -0.374 -6.986  0.0688
H: 2.801 0.620 -5.500  0.0825
H: 2.025 1.831 -6.533  0.0880
C: 0.222 3.271 -4.876  -0.2452
H: 0.000 4.080 -4.172  0.0573
H: -0.693 2.721 -5.107  0.0342
H: 0.633 3.697 -5.799  0.0504
C: 2.938 3.416 -4.363  -0.2502
H: 2.861 3.896 -5.359  0.0526
H: 3.904 2.885 -4.270  0.0565
H: 2.863 4.184 -3.564  0.0562
C: -0.311 -2.313 -6.073  -0.2581
H: -0.322 -3.354 -5.722  0.0444
H: 0.306 -2.263 -6.986  0.0281
H: -1.339 -1.997 -6.324  0.0385
C: 1.851 -1.927 -4.152  -0.2797
H: 2.580 -1.156 -3.875  -0.0121
H: 2.291 -2.625 -4.876  0.0476
H: 1.531 -2.472 -3.244  0.0559
Mg: 1.874 1.306 -2.125  0.5108
C: -2.950 1.096 -3.520  -0.1182
C: -3.786 0.384 -4.294  -0.1110
C: -4.269 -1.050 -4.173  -0.1941
C: -4.120 -1.779 -2.829  -0.2093
C: -2.802 -2.478 -2.572  -0.0952
C: -1.626 -1.885 -2.785  -0.1386
C: -1.227 -0.457 -2.436  -0.2580
C: -2.307 0.632 -2.238  -0.2047
C: 2.923 -0.429 -1.570  -0.2200
H: -2.850 2.187 -3.689  0.0961
H: -4.281 0.911 -5.129  0.0971
H: -3.870 -1.689 -4.969  0.1077
H: -5.349 -0.924 -4.324  0.1051
H: -4.365 -1.071 -2.020  0.1058
H: -4.892 -2.566 -2.861  0.1071
H: -2.891 -3.504 -2.137  0.1123
H: -0.769 -2.469 -3.149  0.0537
H: -0.585 -0.066 -3.286  -0.0109
H: -0.611 -0.424 -1.509  0.0828
H: -3.060 0.300 -1.487  0.1097
H: -1.756 1.534 -1.890  0.0951
H: 3.681 0.180 -1.067  -0.0417
H: 3.308 -1.214 -2.217  -0.0573
H: 2.072 -0.775 -0.946  -0.0211
F: -1.348 0.182 0.577  0.0507
C: -0.404 1.154 0.763  -0.2135
C: 0.575 1.430 -0.181  -0.0266
C: 1.530 2.356 0.182  -0.2199
F: 2.397 2.889 -0.840  -0.0549
C: 1.665 2.839 1.487  -0.1391
F: 2.832 3.368 1.921  0.0897
C: 0.619 2.644 2.394  -0.1251
F: 0.619 3.228 3.618  0.1003
C: -0.420 1.800 2.024  -0.1270
F: -1.414 1.548 2.904  0.0959

# 2
C4H9N2O | ωB97M-V/def2-TZVPD

Computed properties:
molar mass	101.13	g/mol
E_LUMO	-3.16	eV
gap between HOMO and LUMO	10.8	eV
charge	+1
energy	-9315.114	eV
energy above the lowest of the compared OMol25 structures with the same formula, charge and spin	87.0	kJ/mol
E_HOMO	-13.94	eV

Last column: Löwdin charge in e.
Cartesian coordinates (Å):
C: -2.077 1.727 1.137  0.0081
C: -0.922 0.862 0.692  -0.2390
C: -1.083 -0.210 -0.147  0.0270
N: 0.165 -0.829 -0.213  0.1114
C: 1.066 -0.142 0.435  -0.0550
N: 0.452 0.968 0.920  0.1431
H: -1.882 2.783 0.915  0.0965
H: -2.196 1.626 2.205  0.0900
H: -2.905 1.380 0.527  0.0900
H: -1.955 -0.549 -0.681  0.1441
H: 0.381 -1.568 -0.886  0.1395
H: 2.005 -0.147 0.975  0.1717
H: 0.690 1.730 1.539  0.1826
H: 2.616 -1.374 -2.249  0.0756
H: 2.046 -2.770 -2.608  0.0697
O: 1.813 -1.931 -2.185  -0.0554

# 3
C20H18N2O4 | ωB97M-V/def2-TZVPD

Computed properties:
SMILES	Cc1onc(-c2ccccc2)c1CNC(=O)[C@H]1COc2ccccc2O1
molar mass	350.37	g/mol
E_LUMO	0.53	eV
gap between HOMO and LUMO	9.3	eV
charge	0
energy	-32201.540	eV
energy above the lowest of the compared OMol25 structures with the same formula, charge and spin	222.1	kJ/mol
E_HOMO	-8.75	eV

Last column: Löwdin charge in e.
Cartesian coordinates (Å):
C: -0.789 3.431 0.149  0.0093
C: 0.318 2.884 0.972  -0.2637
O: 1.428 3.620 1.125  0.0213
N: 2.308 2.948 1.902  0.1188
C: 1.768 1.798 2.223  -0.1930
C: 2.481 0.854 3.078  -0.1608
C: 3.245 1.351 4.133  -0.0284
C: 3.933 0.488 4.963  -0.0814
C: 3.872 -0.880 4.746  -0.0886
C: 3.129 -1.377 3.690  -0.0727
C: 2.435 -0.520 2.854  -0.0232
C: 0.462 1.700 1.650  -0.0840
C: -0.557 0.612 1.763  -0.0932
N: -0.876 0.045 0.467  0.1055
C: -0.366 -1.110 0.019  -0.4347
O: 0.318 -1.869 0.673  0.0727
C: -0.758 -1.445 -1.423  -0.1862
C: -1.590 -2.732 -1.446  -0.1033
O: -1.885 -3.109 -2.769  -0.0086
C: -2.307 -2.066 -3.551  -0.1989
C: -2.920 -2.354 -4.765  0.0007
C: -3.384 -1.334 -5.572  -0.0896
C: -3.249 -0.014 -5.171  -0.0916
C: -2.623 0.285 -3.977  -0.0052
C: -2.139 -0.734 -3.168  -0.1832
O: -1.493 -0.384 -2.000  -0.0144
H: -0.695 4.512 0.089  0.0901
H: -0.748 3.027 -0.863  0.0875
H: -1.750 3.173 0.590  0.0879
H: 3.288 2.419 4.286  0.1105
H: 4.520 0.881 5.780  0.1019
H: 4.408 -1.555 5.397  0.1005
H: 3.088 -2.441 3.508  0.1057
H: 1.885 -0.928 2.020  0.0878
H: -0.182 -0.194 2.395  0.1201
H: -1.480 1.011 2.199  0.1332
H: -1.378 0.620 -0.193  0.1303
H: 0.164 -1.619 -1.999  0.1821
H: -2.520 -2.562 -0.885  0.1540
H: -1.033 -3.553 -0.993  0.1434
H: -3.024 -3.389 -5.047  0.1206
H: -3.859 -1.570 -6.511  0.1025
H: -3.622 0.785 -5.793  0.1019
H: -2.491 1.305 -3.652  0.1164

# 4
C45H76Cl31FI2N2O4P | ωB97M-V/def2-TZVPD

Computed properties:
molar mass	2111.94	g/mol
E_LUMO	-2.40	eV
gap between HOMO and LUMO	6.5	eV
charge	+1
energy	-475444.521	eV
E_HOMO	-8.90	eV

Last column: Löwdin charge in e.
Cartesian coordinates (Å):
C: -0.279 2.674 5.562  -0.0744
C: 0.061 3.562 4.502  -0.2300
C: 0.137 3.436 2.930  -0.1774
N: 0.421 2.253 2.069  -0.0743
C: 1.876 1.995 2.352  -0.0975
C: 2.422 1.714 3.838  -0.1986
O: 3.697 0.981 3.743  -0.0788
C: 0.506 2.822 0.628  -0.2282
C: 1.748 2.687 -0.345  -0.1524
O: 2.320 1.399 -0.665  -0.2003
C: 3.641 1.687 -1.242  -0.2214
C: 4.205 0.469 -2.120  -0.0839
O: 0.056 4.153 0.330  -0.0371
C: 0.923 5.213 0.244  -0.2154
N: 1.842 6.007 0.149  0.1932
C: -0.664 2.021 -0.239  -0.0872
C: -1.835 2.854 -0.942  -0.1694
C: -1.346 3.490 -2.381  -0.2080
C: -2.680 3.761 -3.284  -0.5734
Cl: -3.972 4.727 -2.366  0.4958
C: -0.888 0.525 0.422  -0.2573
C: -2.402 0.073 0.212  -0.2015
C: -2.954 -0.480 -1.145  -0.1626
C: -2.773 0.017 -2.611  -0.0534
C: -3.430 -0.598 -3.881  -0.0470
C: -4.383 -1.824 -3.754  -0.0225
C: -4.584 -2.412 -2.311  -0.1922
C: -5.551 -3.682 -2.163  -0.0967
C: -3.898 -1.762 -1.055  0.0053
C: 0.025 -0.635 -0.196  -0.5492
I: -0.593 -2.722 0.394  0.8895
C: 0.195 -0.993 -1.712  -0.6658
C: 0.857 -0.183 -2.880  -0.1933
I: 1.624 -2.766 -1.541  0.7675
C: -0.544 1.030 1.985  -0.2361
C: -0.203 -0.142 3.043  -0.2923
C: 1.070 -1.060 2.997  -0.1069
F: -1.270 -1.146 3.213  -0.1322
P: -2.112 1.728 2.948  1.0747
C: -3.612 0.633 3.163  -0.2683
O: -2.866 2.974 1.942  -0.3298
H: 0.265 1.740 5.915  0.0416
H: -1.209 2.972 6.189  0.0510
H: 0.212 4.642 4.928  -0.0652
H: -0.750 4.129 2.631  0.1596
H: 1.030 4.164 2.706  0.1550
H: 2.596 2.862 2.073  0.1609
H: 2.317 1.083 1.781  0.1486
H: 2.700 2.712 4.364  0.1457
H: 1.758 1.108 4.526  0.0922
H: 4.327 1.633 3.360  0.1024
H: 1.456 3.136 -1.379  0.1664
H: 2.704 3.284 -0.032  0.1336
H: 4.419 1.949 -0.442  0.1303
H: 3.558 2.602 -1.939  0.1324
H: 3.707 0.506 -3.168  0.0810
H: 5.328 0.645 -2.302  0.0943
H: 4.066 -0.567 -1.658  0.0564
H: -0.121 1.687 -1.216  0.1090
H: -2.774 2.267 -1.234  0.0981
H: -2.259 3.756 -0.383  0.0887
H: -0.713 2.754 -2.989  0.1060
H: -0.851 4.505 -2.186  0.1120
H: -2.415 4.403 -4.210  0.0351
H: -3.196 2.785 -3.607  0.0460
H: -3.145 0.932 0.481  0.1170
H: -2.631 -0.717 1.031  0.0661
H: -2.083 0.920 -2.772  0.0669
H: -3.224 -0.117 -4.909  0.0966
H: -4.877 -2.227 -4.703  0.0591
H: -4.984 -4.562 -1.701  0.0793
H: -6.045 -3.947 -3.166  0.0490
H: -6.410 -3.358 -1.454  0.0903
H: -4.131 -2.275 -0.046  0.1045
H: 1.084 -0.564 0.277  0.0563
H: -0.703 -1.590 -2.152  0.0561
H: 1.909 -0.573 -3.186  0.0204
H: 0.228 -0.360 -3.846  0.1018
H: 0.984 0.946 -2.822  0.0601
H: -0.223 0.386 4.081  0.0878
H: 0.848 -2.201 2.975  0.0296
H: 1.876 -0.913 2.214  0.0777
H: 1.628 -0.952 4.016  0.0970
H: -3.584 -0.464 2.891  0.0441
H: -4.602 1.029 2.692  0.0811
H: -3.849 0.654 4.305  0.0506
H: -3.733 3.194 2.369  0.0724
C: 3.515 -4.182 -5.131  -1.0670
Cl: 4.079 -2.992 -3.951  0.4433
Cl: 1.757 -4.386 -5.044  0.5015
H: 3.783 -3.844 -6.131  -0.0759
H: 3.993 -5.139 -4.925  -0.0141
C: -0.682 7.048 7.402  -0.9652
Cl: -0.220 5.766 6.272  0.6592
Cl: -2.425 7.058 7.691  0.5268
H: -0.167 6.891 8.349  -0.0053
H: -0.390 8.008 6.977  0.0354
C: 4.328 6.722 -2.729  -1.0517
Cl: 5.474 7.881 -3.412  0.5149
Cl: 3.035 6.350 -3.877  0.4789
H: 4.858 5.803 -2.483  0.0192
H: 3.889 7.148 -1.827  0.0115
C: 1.864 -5.116 3.827  -1.0355
Cl: 2.993 -3.946 3.133  0.5349
Cl: 0.564 -5.503 2.691  0.4650
H: 2.406 -6.029 4.070  -0.0173
H: 1.428 -4.694 4.733  0.0312
C: -3.103 4.982 -7.120  -1.0058
Cl: -3.698 3.549 -6.273  0.5504
Cl: -2.816 4.640 -8.830  0.5287
H: -3.844 5.776 -7.037  0.0367
H: -2.167 5.302 -6.661  0.0275
C: 3.929 -6.600 -1.928  -0.9746
Cl: 3.535 -4.905 -1.611  0.3557
Cl: 5.612 -6.780 -2.438  0.5280
H: 3.771 -7.176 -1.017  -0.0046
H: 3.277 -6.973 -2.718  0.0340
C: 4.617 -5.319 -8.696  -0.9699
Cl: 3.167 -4.353 -8.394  0.5588
Cl: 5.446 -5.716 -7.186  0.5636
H: 4.329 -6.243 -9.196  0.0328
H: 5.295 -4.751 -9.332  0.0333
C: -2.443 -0.685 7.312  -0.9796
Cl: -2.811 1.034 7.526  0.5274
Cl: -0.759 -0.931 6.834  0.5336
H: -2.620 -1.203 8.254  0.0351
H: -3.094 -1.093 6.539  0.0270
C: 4.243 -8.273 1.638  -1.0091
Cl: 2.791 -7.307 1.935  0.5466
Cl: 5.067 -8.668 3.150  0.5217
H: 3.957 -9.198 1.138  0.0386
H: 4.922 -7.705 1.002  -0.0089
C: -7.755 -4.677 -6.010  -1.0189
Cl: -6.252 -5.597 -6.150  0.5021
Cl: -7.430 -2.968 -5.697  0.5176
H: -8.313 -4.767 -6.940  0.0285
H: -8.342 -5.082 -5.186  0.0289
C: -0.949 -6.617 -3.450  -1.0363
Cl: -2.255 -5.445 -3.665  0.5022
Cl: -1.144 -7.514 -1.937  0.5005
H: -0.961 -7.319 -4.282  0.0312
H: 0.005 -6.086 -3.429  -0.0187
C: 8.418 -9.710 1.575  -1.0250
Cl: 7.841 -8.158 0.957  0.5003
Cl: 7.789 -11.054 0.614  0.5034
H: 9.506 -9.724 1.535  0.0288
H: 8.085 -9.826 2.606  0.0165
C: -2.981 7.002 -12.156  -1.0392
Cl: -4.329 6.579 -13.218  0.5001
Cl: -3.033 8.711 -11.709  0.4965
H: -3.040 6.397 -11.251  -0.0181
H: -2.044 6.800 -12.675  0.0281
C: -2.595 5.761 11.244  -1.0663
Cl: -2.975 7.468 11.497  0.5146
Cl: -0.908 5.548 10.759  0.4932
H: -2.767 5.219 12.173  0.0266
H: -3.241 5.367 10.461  -0.0016
C: -1.147 1.405 10.663  -1.0133
Cl: -2.427 2.589 10.379  0.4984
Cl: -1.365 0.587 12.213  0.5236
H: -1.167 0.663 9.865  -0.0101
H: -0.185 1.917 10.665  0.0330